(1)
Here is C64H72CoO4P as an isolated structure from OMol25. Energies are from the ωB97M-V functional and the def2-TZVPD basis.

Results
- Total charge: -1
- Spin multiplicity: 2
- Electronic energy: -4507.11620 a.u.
- HOMO-LUMO gap (spin up / spin down): 0.245 / 0.247 Eh
- Max |F|: 0.018 Eh/bohr

CARTESIAN COORDINATES (ANGSTROEM)
Co 1.52141 0.98858 -0.11038
P 2.79026 2.74951 -1.30481
O -0.07968 0.35743 0.82355
O 2.59944 -0.46451 1.31107
O 0.15967 1.93752 -1.77009
O 1.74985 -0.49275 -1.43163
C 5.85638 3.64959 -3.88523
C 0.91217 -3.99680 2.78482
C 1.66761 -2.86681 -1.30795
C -1.63820 3.49350 6.06788
C 0.63770 3.70984 -5.09870
C -0.54714 -5.99077 2.40969
C 1.63899 -6.23900 3.61710
C 2.19210 -2.83779 1.06727
C -2.71235 -0.11730 -2.74343
C -3.72411 0.41662 -1.95914
C 0.85924 -0.27880 3.54109
C -0.51663 -5.46721 -3.06901
C -0.30745 -0.40852 -3.40705
C 1.96426 2.52978 1.14576
C 0.58704 -6.27862 -3.76702
C -1.68656 -5.31570 -4.04346
C 1.12793 -1.57598 2.82766
C 0.59257 2.64058 -4.05232
C 6.93194 3.84735 -3.03030
C 1.18868 -1.61554 -1.77697
C -0.40564 -2.89712 -3.11992
C -1.38810 0.30381 -2.63121
C 1.63317 2.98194 2.43051
C 0.60191 -2.76033 3.33441
C -2.71274 2.72318 5.28064
C 5.47311 3.52043 -1.14642
C 2.06387 4.21393 2.90739
C -2.04615 1.76074 -0.82001
C -2.05809 2.07739 4.06058
C -3.34722 1.30431 -0.95197
C 0.30691 3.08751 -2.61918
C -2.25610 2.52590 2.75930
C 4.37457 3.35843 -1.99505
C 2.82420 5.06522 2.11355
C 0.43182 -5.31779 3.38271
C -1.58263 1.98179 1.67665
C 6.73605 3.77444 -1.65865
C -1.67685 2.66654 0.32624
C -3.81951 3.70575 4.88924
C 1.19303 4.92185 -5.02656
C -1.01246 -6.25881 -1.84951
C 0.04239 -4.11734 -2.62650
C 4.01808 -0.44022 1.36278
C -0.38152 0.52082 3.18578
C -1.09936 1.34529 -1.75689
C 1.98248 -1.63081 1.73147
C 1.41213 3.91269 -1.96378
C 1.97529 5.10651 -2.63833
C -5.77629 -0.61055 -0.94138
C 2.80589 -2.88923 -0.30885
C -0.65645 0.91521 1.84694
C -5.42438 -0.79380 -3.39837
C -1.09490 1.08425 4.23283
C -3.33776 1.65978 6.19557
C -5.96149 1.41579 -2.40427
C 2.74954 3.41202 0.38623
C 4.59566 3.39382 -3.37395
C 0.14178 -1.68321 -2.73225
C 1.68711 -4.00192 1.63015
C 1.87124 5.53761 -3.90011
C 1.09955 -4.05762 -1.72214
C 3.16182 4.66727 0.83128
C -0.27789 -5.12320 4.72526
C -5.20198 0.09840 -2.17534
H -2.93035 -0.89229 -3.46857
H -4.08053 1.65385 -0.23245
H 1.78938 4.52013 3.91160
H -4.96160 -1.77307 -3.26229
H -4.56781 3.21574 4.26323
H 7.57297 3.90720 -0.98399
H 0.99254 4.26225 -1.01859
H 5.33424 3.45019 -0.07628
H 0.19283 -7.23869 -4.11481
H 1.15521 5.52758 -5.92669
H -1.20239 -2.86742 -3.85601
H -1.36988 -7.24646 -2.15715
H -0.58022 -6.09495 5.12174
H -0.87163 -6.95945 2.80064
H 3.38196 -3.80877 -0.43372
H -1.82993 -5.73047 -1.35539
H -2.07232 -6.30156 -4.31468
H -2.08347 4.02365 6.91630
H 0.57464 0.21944 -3.49298
H -0.05272 -2.68500 4.19360
H 2.54514 5.73406 -1.96055
H -1.37338 -4.81191 -4.95987
H 0.97914 -5.73077 -4.62586
H 4.32965 0.27826 2.12693
H -3.41586 4.56310 4.34763
H -0.69742 3.11229 0.12669
H -0.84781 0.76399 5.24138
H 3.76264 3.23589 -4.05049
H -0.19357 1.94117 -4.33297
H 3.13318 6.03505 2.48688
H -0.21303 -6.39885 -1.12061
H -5.27621 -1.56845 -0.78829
H 3.73358 5.33075 0.18951
H 4.42350 -1.42260 1.60769
H 1.00482 2.39226 3.08519
H 1.53618 2.08013 -4.03590
H -6.49480 -0.94730 -3.55257
H 1.51807 -4.97741 -1.32035
H -0.63304 3.65045 -2.60067
H -5.92839 2.05007 -1.51838
H 2.37072 -5.74552 4.25980
H 0.18473 3.43093 -6.04462
H 3.45134 -2.03467 -0.50207
H -5.63662 -0.00763 -0.04361
H -0.68284 -0.65146 -4.40485
H -7.01031 1.21638 -2.64091
H 4.40523 -0.11495 0.39517
H -0.87450 2.81464 6.44961
H -6.84682 -0.79417 -1.06867
H -2.60161 0.92616 6.52347
H 2.13097 -6.49911 2.67977
H -0.08612 -6.14857 1.43380
H -4.13428 1.12883 5.67032
H 0.38358 -4.64736 5.45179
H 7.91713 4.05133 -3.43081
H -2.94118 3.34660 2.57114
H -1.14562 4.22067 5.41949
H -1.42640 -5.36036 2.26560
H 1.32179 -7.16605 4.10243
H -2.40979 3.47387 0.40023
H -4.31454 4.07645 5.78992
H 6.00445 3.68215 -4.95786
H 0.81635 -0.48321 4.61315
H -5.01523 -0.33284 -4.29934
H 1.41514 -6.47593 -3.08505
H -3.76420 2.13303 7.08495
H -5.52026 1.97104 -3.23445
H -1.17455 -4.51191 4.61340
H 2.36304 6.47870 -4.12552
H 1.88751 -4.93561 1.11533
H -2.49844 -4.74392 -3.58996
H 1.71882 0.37555 3.36216

Forces on atoms 1 to 2 (eV/Å):
0.122 -0.016 0.604
-0.042 0.673 0.598

(2)
Here is C64H78AlN3O2P3 as an isolated structure from OMol25. Energies are from the ωB97M-V functional and the def2-TZVPD basis.

Results
- Total charge: +3
- Electronic energy: -4066.08155 a.u.
- HOMO-LUMO gap: 0.298 Eh
- Max |F|: 0.030 Eh/bohr

CARTESIAN COORDINATES (ANGSTROEM)
P -0.58275 2.04428 -2.88160
P -1.19871 2.10304 1.77313
P 1.57678 -2.14495 0.15376
Al -0.54526 0.13021 -0.13549
O -0.75719 -2.86167 -0.99935
O -0.69475 1.22670 -1.54031
N 1.10638 0.70873 0.80727
N -4.98518 0.14457 -0.31694
N -0.66251 -1.66369 -1.68604
C -0.68787 5.78849 3.54007
C -3.50955 0.38171 -4.23416
C 2.77852 -4.17081 -3.83265
C -3.88250 -0.85411 -0.62111
C 3.78945 -0.54854 -0.07657
C -3.17228 -2.87999 2.48126
C 0.67157 -4.69602 0.92413
C 0.41251 4.34513 1.45376
C -3.16181 -1.35555 0.59490
C 0.23859 -5.32153 3.20825
C -6.21226 -0.45939 0.28561
C 0.31066 -1.67740 -2.51690
C -1.27359 -1.48020 2.04630
C 3.02656 -3.97144 -1.44142
C -5.12571 2.79346 2.60183
C -3.81267 2.92931 2.17664
C 3.24283 -1.59669 0.67080
C -0.68189 3.82235 2.14020
C 3.40356 -4.54659 -2.64852
C 1.88655 3.05250 -1.90601
C 0.93352 0.65977 5.02484
C -3.26643 0.80980 3.17657
C 1.07222 0.70754 2.27977
C -1.33402 1.78366 -5.64744
C -3.00108 6.06292 -2.27553
C -2.00395 3.94189 -1.35395
C -1.90714 -2.43982 2.82671
C -0.04200 1.25479 2.90350
C 1.89546 4.25242 -4.60350
C -1.01427 1.01372 -4.33877
C -1.52551 4.62373 -3.72077
C -1.76518 3.43137 -2.77554
C 5.26123 -1.64806 1.98878
C 2.55140 4.94151 -3.40894
C 0.95451 5.57306 1.80221
C 1.76329 -3.22828 -3.80362
C -4.49268 1.28546 0.51389
C -2.79831 2.18427 -5.83827
C -2.86822 1.94114 2.46625
C 1.35208 -2.69844 -2.58445
C -3.78437 -2.34310 1.35906
C 1.86617 4.56413 -2.09817
C 1.98811 -3.04954 -1.39169
C 0.25169 -5.63496 1.85721
C -5.51446 1.66299 3.31027
C 5.78982 -0.60249 1.24561
C 2.04662 0.13679 4.37748
C 0.39896 6.30040 2.84491
C -3.19794 4.89384 -1.31719
C -2.73478 5.56069 -3.68926
C 3.99668 -2.14879 1.70267
C 1.03780 -3.11358 2.69775
C -0.10101 1.22586 4.29200
C 1.22454 2.28936 -3.06152
C 5.05401 -0.05473 0.20238
C -1.21858 4.55254 3.20023
C -3.75277 1.01995 -5.59799
C 1.81497 2.74001 -4.41152
C -4.58466 0.67195 3.59306
C -2.06211 -0.08215 -4.09734
C 1.07462 -3.42824 1.33764
C -1.86793 -0.89734 0.91414
C 0.63291 -4.05742 3.62839
C 2.12495 0.16156 2.99084
H -2.68326 2.93227 -3.11182
H 1.80506 5.96504 1.25973
H 2.54377 6.02276 -3.54547
H -2.91528 2.54774 -6.85991
H -4.32387 0.92915 1.52866
H 0.36581 -0.80493 -3.16082
H 0.81471 7.26048 3.11912
H 0.83314 4.92427 -2.09618
H 0.90238 4.67071 -4.77649
H -1.45738 -2.71629 -0.34245
H 4.20030 -5.27806 -2.66718
H 5.84087 -2.08791 2.78954
H -6.56611 -1.26423 -0.35385
H -5.96267 -0.83317 1.27416
H -3.07049 3.02152 -5.19395
H 1.48687 1.22551 -2.95012
H -1.11834 4.48210 -1.01583
H 3.60791 -2.97410 2.28448
H -0.26135 -1.21969 2.33073
H -5.25381 0.52420 -1.22669
H -5.24573 2.06984 0.51032
H -3.76658 1.09440 -3.43577
H 2.92893 2.72103 -1.86052
H -5.84321 3.57594 2.39198
H 1.27623 -2.92261 -4.72212
H -3.51932 3.81891 1.63148
H -1.88062 -0.55716 -3.13777
H 2.83368 2.33999 -4.42598
H -1.39307 -2.86624 3.67849
H -3.55528 1.65052 0.09413
H -3.86895 6.72181 -2.25962
H -1.88675 -0.85422 -4.85254
H 0.68671 -4.95848 -0.12569
H -0.05060 -6.61969 1.52637
H 1.90698 0.14354 0.50580
H 0.84495 3.80506 0.61705
H 6.77679 -0.22191 1.47104
H -4.10854 4.34543 -1.59069
H -2.55327 0.02900 3.40481
H 3.55051 -4.24263 -0.53270
H 0.88034 0.64320 6.10498
H -1.11983 6.34843 4.35870
H 1.34192 -2.12911 3.03996
H -6.53416 1.56517 3.65826
H 2.99372 -0.23744 2.47782
H 2.46981 4.45284 -5.50840
H 3.08899 -4.60402 -4.77340
H 3.60281 4.64217 -3.35354
H -0.06809 -6.06290 3.93385
H -0.95185 1.65642 4.80523
H 3.23164 -0.13987 -0.91979
H -6.97032 0.31576 0.36680
H -4.87992 -0.20331 4.15701
H 1.30026 1.65806 0.48453
H -2.14671 6.65932 -1.93834
H 2.86060 -0.28543 4.95131
H -4.16617 -0.48948 -4.12243
H 2.36349 5.04687 -1.25495
H -4.75051 -2.72854 1.05467
H -3.33623 5.26090 -0.29809
H -0.06005 0.50586 -4.52400
H -2.55803 6.39574 -4.36740
H -3.66757 -3.65145 3.05517
H -1.32660 4.30500 -4.74121
H 0.63204 -3.81044 4.68214
H -4.78640 1.35352 -5.69112
H 1.42977 2.77380 -0.95684
H -0.65009 5.17698 -3.37941
H 5.47202 0.74587 -0.39385
H -2.05180 4.16387 3.77058
H -2.15230 3.10912 -0.66739
H -4.35660 -1.66533 -1.17533
H -3.20205 -0.33009 -1.28358
H 1.30409 2.26406 -5.24832
H -3.61888 5.03305 -4.06504
H -0.68304 2.64783 -5.77462
H -1.06783 1.09673 -6.45611
H -3.59914 0.25770 -6.36747

Forces on atoms 1 to 2 (eV/Å):
0.032 -0.075 -0.053
0.023 0.343 0.321